Version i
C7H15N | wB97M-V/def2-TZVPD

XYZ file:
```
23
Properties=species:S:1:pos:R:3:nbo_charge:R:1
C -2.86 0.48 -1.55 -0.61
C -1.27 0.12 -1.31 -0.38
C -1.20 0.01 0.23 -0.43
C 0.15 -0.54 0.42 -0.07
C 0.48 -1.92 0.00 -0.64
C 1.14 0.26 0.80 0.16
C 2.55 -0.14 0.70 -0.66
N 1.17 1.71 0.96 -0.84
H -3.00 1.50 -1.24 0.21
H -3.03 0.22 -2.66 0.21
H -3.45 -0.18 -0.92 0.20
H -0.59 0.82 -1.86 0.21
H -0.95 -0.78 -1.64 0.19
H -2.06 -0.52 0.71 0.21
H -1.30 0.84 0.86 0.21
H -0.54 -2.52 0.10 0.21
H 1.27 -2.32 0.61 0.23
H 0.84 -2.18 -1.00 0.21
H 2.79 -0.47 -0.34 0.22
H 2.86 -0.86 1.53 0.22
H 3.32 0.76 0.79 0.22
H 1.44 2.17 1.86 0.38
H 0.23 1.96 0.73 0.36
```

Computed properties:
LUMO: 0.0382 hartree
SMILES: CCC/C(C)=C(/C)N
HOMO energy: -7.9 eV


Version ii
C7H15N | wB97M-V/def2-TZVPD

XYZ file:
```
23
Properties=species:S:1:pos:R:3:nbo_charge:R:1
C -3.16 -0.29 0.53 -0.51
C -1.79 -0.74 0.07 -0.41
C -0.72 0.29 0.65 -0.47
C 0.65 0.01 0.20 0.06
C 1.60 -0.59 1.12 0.05
N 2.76 -1.05 0.80 -0.62
C 0.98 0.23 -1.24 -0.46
C 0.68 1.64 -1.83 -0.59
H -2.89 0.93 0.67 0.06
H -3.38 -0.74 1.50 0.21
H -4.03 -0.38 -0.11 0.22
H -1.62 -1.69 0.57 0.22
H -1.53 -0.96 -0.97 0.21
H -0.60 0.04 1.71 0.22
H -1.11 1.32 0.60 0.24
H 1.41 -0.47 2.19 0.17
H -3.13 1.88 0.79 0.01
H 2.88 -1.43 -0.13 0.33
H 2.05 0.12 -1.43 0.22
H 0.43 -0.46 -1.91 0.21
H -0.33 2.01 -1.69 0.21
H 1.41 2.35 -1.44 0.21
H 0.85 1.52 -2.91 0.21
```

Computed properties:
LUMO: -0.0838 hartree
HOMO energy: -6.4 eV


Version iii
C7H15N | wB97M-V/def2-TZVPD

XYZ file:
```
23
Properties=species:S:1:pos:R:3:nbo_charge:R:1
C 0.05 0.89 -1.66 -0.21
C -0.87 1.35 0.99 -0.41
C 1.68 -0.85 1.46 -0.64
C 1.13 1.80 -1.79 -0.79
C -1.72 -1.78 -0.27 -0.65
N 0.13 0.59 0.23 -0.61
C 0.39 -0.74 0.70 0.16
C -0.40 -1.78 0.45 -0.21
H 0.18 -0.13 -2.00 0.19
H -0.97 1.24 -1.80 0.19
H -0.07 -2.74 0.82 0.20
H -0.91 2.37 0.59 0.21
H -0.61 1.40 2.05 0.19
H -1.85 0.87 0.90 0.20
H 2.52 -0.53 0.84 0.22
H 1.67 -0.21 2.35 0.21
H 1.87 -1.88 1.78 0.22
H 2.04 1.43 -2.26 0.20
H 0.90 2.83 -2.05 0.20
H 1.02 1.24 0.05 0.46
H -2.52 -2.09 0.40 0.22
H -1.97 -0.80 -0.68 0.21
H -1.70 -2.48 -1.10 0.22
```

Computed properties:
LUMO: 0.0331 hartree
HOMO energy: -6.9 eV


From most stable to least stable, the computed energies give version i, version iii, version ii.